# 1
C27H56N5O13PS as an isolated structure at a distorted geometry, computed with ωB97M-V/def2-TZVPD.

## Properties
E_LUMO	0.0227	Eh
2S+1	1

The geometry in XYZ format:
```
103
C27H56N5O13PS | the OMol25 dataset | ωB97M-V/def2-TZVPD
C -1.41266 1.21436 -1.27444
C -2.43521 0.62073 -1.46826
C -3.37315 -0.54804 -1.68433
C -3.12894 -1.72650 -0.74129
C -1.74009 -1.77197 -0.07163
P -0.46171 -2.52196 -1.12902
O 0.86422 -2.53856 -0.50374
O -0.39480 -1.53872 -2.42247
C 0.95377 -1.29884 -2.90520
C 0.84916 -0.71614 -4.33308
O -0.95076 -3.94668 -1.72358
C -0.65619 -5.06169 -0.87132
C -0.03236 -6.16555 -1.75486
O -4.67608 0.05036 -1.39629
S -4.85683 1.14576 -2.62683
O -4.75003 2.51211 -2.27597
O -6.19474 0.89714 -3.06893
O -3.72509 0.62804 -3.66201
C -3.34699 -0.73439 -3.19757
C -4.40521 -1.61225 -3.89465
C -4.40884 -3.10145 -3.46807
O -5.38805 -3.30985 -2.46135
H -0.45761 1.71979 -1.28298
H -3.85173 -1.62120 0.06870
H -3.31780 -2.70428 -1.18711
H -1.40011 -0.82767 0.34925
H -1.82797 -2.46015 0.76698
H 1.40697 -0.56358 -2.23694
H 1.55041 -2.20284 -2.97407
H 1.58350 -1.24256 -4.96902
H -0.13533 -0.90400 -4.77266
H 1.13173 0.33923 -4.35846
H -0.02414 -4.80927 -0.01671
H -1.57220 -5.50290 -0.45240
H -0.32137 -5.92439 -2.78521
H -0.44639 -7.15434 -1.54741
H 1.05956 -6.15419 -1.73775
H -2.39906 -0.95410 -3.68391
H -4.15864 -1.59539 -4.96453
H -5.42674 -1.23180 -3.81745
H -4.62166 -3.74298 -4.33557
H -3.43507 -3.41948 -3.08273
H -6.22408 -2.90969 -2.71301
C 3.65002 -2.27758 -5.58825
O 3.20785 -2.34998 -4.45725
N 4.33376 -3.25342 -6.21194
C 4.83413 -3.10304 -7.56443
C 4.57673 -4.49847 -5.50264
H 3.51885 -1.37478 -6.21005
H 4.39605 -3.87208 -8.20393
H 5.92065 -3.21133 -7.56625
H 4.57521 -2.12323 -7.96062
H 3.62446 -4.95207 -5.22474
H 5.13990 -4.29541 -4.59101
H 5.13750 -5.18437 -6.13296
C 2.41450 1.52650 0.43016
O 2.02930 1.74470 -0.70646
N 3.47399 0.77061 0.74890
C 3.87955 0.55242 2.12378
C 4.23857 0.15061 -0.32009
H 1.90220 1.94785 1.31183
H 4.89618 0.92177 2.26369
H 3.84696 -0.51688 2.34571
H 3.21551 1.07788 2.80642
H 4.63140 0.92325 -0.98283
H 3.58825 -0.50534 -0.90084
H 5.06074 -0.42637 0.09571
C 4.02003 3.98244 3.83440
O 5.01233 3.55497 3.27206
N 3.32026 5.06226 3.44919
C 2.14142 5.52149 4.16726
C 3.75870 5.79441 2.27371
H 3.60445 3.49792 4.73510
H 1.28138 5.50958 3.49795
H 2.30609 6.53660 4.52014
H 1.93611 4.87801 5.02007
H 3.75614 5.13120 1.40748
H 4.77671 6.15583 2.42702
H 3.09578 6.63633 2.09001
C -4.01707 -2.76519 2.98050
O -3.32285 -2.31345 2.08476
N -4.68920 -3.92462 2.91335
C -5.50088 -4.41193 4.01202
C -4.59847 -4.71654 1.69566
H -4.14939 -2.23935 3.93948
H -5.12301 -5.38128 4.34303
H -6.53466 -4.52404 3.67992
H -5.47059 -3.71560 4.84746
H -3.55606 -4.98199 1.51041
H -4.96075 -4.13074 0.84931
H -5.19300 -5.62125 1.79294
C 0.60335 8.21638 5.81231
O 0.08551 7.21594 5.35560
N 0.71067 8.49876 7.12432
C 1.34181 9.71289 7.60414
C 0.17458 7.55264 8.08849
H 1.04034 8.99654 5.16519
H 2.19301 9.45657 8.23819
H 0.62298 10.29300 8.18629
H 1.69124 10.31722 6.76942
H 0.66679 6.58707 7.96540
H -0.89357 7.41881 7.91364
H 0.33585 7.91777 9.09976
```


# 2
One molecule with the formula C21H20ClN5O, computed with ωB97M-V/def2-TZVPD.

## Properties
ΔE to the lowest compared entry with this formula, charge and spin	1.949	eV
E_LUMO	0.0203	Eh
SMILES string	C=CCn1cc(-c2n[nH]c3c2CN(C(=O)C2(c4ccccc4Cl)CC2)C3)cn1
2S+1	1

The geometry in XYZ format:
```
48
C21H20ClN5O | the OMol25 dataset | ωB97M-V/def2-TZVPD
C 2.23973 2.91285 2.82390
C 2.42533 2.59622 1.55240
C 2.63610 1.19304 1.07059
N 1.64317 0.81249 0.08012
C 0.30255 0.92806 0.17590
C -0.22902 0.39141 -0.97664
C -1.63573 0.29739 -1.33694
N -2.02028 -0.28609 -2.46700
N -3.36892 -0.19666 -2.48628
C -3.83130 0.42178 -1.38600
C -2.76367 0.76094 -0.62171
C -3.20299 1.45704 0.62011
N -4.68089 1.45108 0.45599
C -5.41361 1.59964 1.59416
O -4.85931 1.81592 2.65982
C -6.93007 1.59543 1.57846
C -7.48413 0.84283 2.75115
C -7.83202 1.49308 3.93025
C -8.33143 0.79762 5.01893
C -8.48898 -0.57862 4.94736
C -8.13438 -1.25477 3.79170
C -7.63308 -0.53964 2.71674
Cl -7.16231 -1.43016 1.29143
C -7.57037 2.92841 1.25889
C -7.82443 1.75010 0.37567
C -5.13610 0.86557 -0.82288
C 0.89903 -0.03152 -1.71082
N 2.02282 0.22695 -1.06538
H 2.10701 3.93928 3.13838
H 2.22104 2.15176 3.59577
H 2.43201 3.36679 0.78769
H 3.59694 1.08833 0.56819
H 2.61177 0.49475 1.91024
H -0.16089 1.38046 1.03752
H -3.87109 -0.59368 -3.25860
H -2.94359 0.93422 1.54143
H -2.83736 2.48317 0.71020
H -7.68628 2.56345 3.99039
H -8.59065 1.32883 5.92498
H -8.88013 -1.13092 5.79147
H -8.23722 -2.32839 3.71781
H -8.36230 3.27398 1.90800
H -6.91659 3.70522 0.88551
H -7.41656 1.76243 -0.62056
H -8.78604 1.26049 0.45398
H -5.60459 1.61705 -1.46450
H -5.84463 0.05487 -0.65390
H 0.91997 -0.50338 -2.67905
```


# 3
One molecule with the formula C2H4N4O at a distorted geometry, computed with ωB97M-V/def2-TZVPD.

## Properties
ΔE to the lowest compared entry with this formula, charge and spin	4.599	eV
E_LUMO	0.0207	Eh
SMILES string	Nn1[nH]cnc1=O
2S+1	1

The geometry in XYZ format:
```
11
C2H4N4O | the OMol25 dataset | ωB97M-V/def2-TZVPD
N 1.25618 1.23532 0.05826
N 0.34944 0.17254 -0.22950
N -0.87602 0.61978 0.06513
C -1.69134 -0.47960 0.04861
N -0.92794 -1.43663 -0.11330
C 0.47141 -1.20699 -0.05960
O 1.59229 -1.81180 0.07286
H 1.70892 0.84518 0.75782
H 2.09785 1.00826 -0.65896
H -1.15096 1.74554 -0.21690
H -2.82984 -0.69161 0.27558
```


# 4
A 2-piece molecular cluster, C9H13NO2 overall at a distorted geometry, computed with ωB97M-V/def2-TZVPD.

## Properties
ΔE to the lowest compared entry with this formula, charge and spin	1.750	eV
E_LUMO (spin up / spin down)	-0.1452 / -0.2883	Eh
net charge	+1
2S+1	2

The geometry in XYZ format:
```
25
C9H13NO2 | the OMol25 dataset | ωB97M-V/def2-TZVPD
C -2.93167 -0.07171 -0.69061
C -2.12053 1.12539 -1.02759
O -2.26369 2.21563 -0.51193
N -1.00972 1.01165 -1.88232
H -2.69092 -0.53805 0.27083
H -2.74550 -0.89063 -1.39786
H -0.22413 1.62676 -1.94880
H -1.11299 0.40108 -2.68703
H -3.96542 0.21367 -0.68183
C 2.43622 0.46678 -1.32177
C 1.28914 0.15660 2.23339
C 2.03965 0.49058 1.12181
C 0.29058 -0.80603 2.07575
C 1.70957 -0.06347 -0.11685
C -0.04802 -1.47077 0.86850
C 0.61296 -0.99424 -0.21533
O -0.50215 -0.99389 3.17191
H 1.45569 0.52806 3.24100
H 2.75463 1.29030 1.29505
H -0.50207 -1.95293 3.32577
H -0.73938 -2.30510 0.89872
H 3.22399 -0.23118 -1.58754
H 2.79811 1.48066 -1.08675
H 0.48690 -1.39994 -1.21040
H 1.75876 0.71082 -2.13610
```


# 5
One molecule with the formula C16H14ClFN2O4S, computed with ωB97M-V/def2-TZVPD.

## Properties
E_LUMO	0.0051	Eh
SMILES string	O=C(CNC(=O)c1cccs1)NCC(=O)OCc1c(F)cccc1Cl
2S+1	1

The geometry in XYZ format:
```
39
C16H14ClFN2O4S | the OMol25 dataset | ωB97M-V/def2-TZVPD
O -0.35748 2.43207 -0.15254
C 0.11902 1.40905 -0.59422
C -0.08225 0.95808 -2.05076
N 1.15211 0.90827 -2.80113
C 2.00024 -0.14098 -2.72552
O 1.79904 -1.09606 -1.98594
C 3.17905 -0.07979 -3.59371
C 4.15337 -1.03827 -3.67406
C 5.16759 -0.71776 -4.59496
C 4.95779 0.47878 -5.20561
S 3.51801 1.23964 -4.67167
N 0.89531 0.56190 0.10696
C 1.08199 0.71635 1.52372
C 0.12150 -0.13941 2.34414
O -0.03500 -0.03514 3.52931
O -0.51687 -1.01516 1.56746
C -1.51942 -1.81753 2.18846
C -2.68193 -0.98548 2.66101
C -3.13688 -1.06589 3.97270
F -2.56852 -1.95886 4.80199
C -4.16706 -0.28041 4.45415
C -4.76924 0.62646 3.60030
C -4.35670 0.72684 2.28413
C -3.32556 -0.07696 1.82256
Cl -2.84582 0.05274 0.17208
H -0.51447 -0.04792 -2.03754
H -0.77065 1.64883 -2.53801
H 1.40744 1.71980 -3.34056
H 4.12229 -1.93612 -3.08432
H 6.01584 -1.34670 -4.79576
H 5.56367 0.96701 -5.94318
H 1.17585 -0.31084 -0.33305
H 2.10639 0.45959 1.80852
H 0.89456 1.76327 1.78423
H -1.83131 -2.52132 1.41227
H -1.08389 -2.35648 3.03544
H -4.47452 -0.38270 5.48214
H -5.56740 1.25591 3.96078
H -4.82608 1.42518 1.61019
```


# 6
C3H13O5 as an isolated structure at a distorted geometry, computed with ωB97M-V/def2-TZVPD.

## Properties
ΔE to the lowest compared entry with this formula, charge and spin	2.763	eV
E_LUMO (spin up / spin down)	0.0155 / -0.1383	Eh
2S+1	2

The geometry in XYZ format:
```
21
C3H13O5 | the OMol25 dataset | ωB97M-V/def2-TZVPD
C -1.03763 0.51489 0.77456
O -1.56338 1.42024 -0.06812
C -1.04819 -0.98451 0.17377
C -0.02648 -1.72811 0.94202
O -0.44678 -2.06162 2.35668
H 0.11571 0.57460 0.97466
H -1.60335 0.80672 1.71588
H -0.81614 -0.87289 -0.91263
H -1.96884 -1.40912 0.29429
H 0.25750 -2.71700 0.68355
H 0.86303 -1.12910 0.95145
H 0.08283 -1.45877 2.95228
H 1.52621 1.76944 -0.39366
H 1.07564 3.20574 0.05653
O 1.96613 2.60037 -0.14829
H 0.73047 -0.26815 -1.54486
H 0.92726 -1.56574 -2.46257
O 0.80982 -1.31681 -1.56905
H -0.82826 1.60900 -1.04426
H 0.82236 1.81498 -1.96385
O 0.16207 1.19584 -1.76838
```


# 7
C7H5CdLiO3 as an isolated structure at a distorted geometry, computed with ωB97M-V/def2-TZVPD.

## Properties
E_LUMO (spin up / spin down)	-0.0621 / -0.0623	Eh
2S+1	1

The geometry in XYZ format:
```
17
C7H5CdLiO3 | the OMol25 dataset | ωB97M-V/def2-TZVPD
O -4.09876 0.45952 -0.05395
C -2.92332 0.33323 -0.00350
C -1.64125 0.40064 0.07771
C -0.52776 -0.41787 0.29610
C 0.62074 0.09597 1.13798
O 1.08758 -0.68675 2.05037
Cd -1.30828 2.89660 -0.47128
H -0.72991 -1.49083 0.44464
H 0.57355 1.18692 1.33006
C 0.92344 1.51583 -2.00768
C 1.36511 0.27210 -1.78602
C 1.24031 -0.47174 -0.51973
O 2.00013 -1.42597 -0.34476
Li 2.35163 -1.91796 1.48621
H 0.36730 2.05789 -1.24369
H 1.12392 2.00394 -2.96292
H 1.77953 -0.31824 -2.60718
```


# 8
C31H31HoNPSSi as an isolated structure at a distorted geometry, computed with ωB97M-V/def2-TZVPD.

## Properties
ΔE to the lowest compared entry with this formula, charge and spin	0.339	eV
E_LUMO (spin up / spin down)	0.0086 / 0.0095	Eh
2S+1	5

The geometry in XYZ format:
```
67
C31H31HoNPSSi | the OMol25 dataset | ωB97M-V/def2-TZVPD
Ho 7.59375 10.93417 10.43285
C 7.24599 12.32334 17.46568
C 6.45658 12.71722 16.39347
C 6.71969 12.20695 15.11866
C 7.74526 11.29487 14.93433
C 8.54813 10.89707 15.99592
C 8.24013 11.35743 17.25184
P 7.93654 10.46106 13.30348
C 9.67677 9.83475 13.32204
C 10.68134 10.78866 13.45991
C 12.04644 10.48924 13.39982
C 12.39320 9.18269 13.14870
C 11.42988 8.20060 12.97208
C 10.06282 8.51590 13.01984
C 6.97665 8.91104 13.57205
C 6.52337 8.51311 14.81443
C 6.00871 7.19242 14.93264
C 5.85790 6.41937 13.82980
C 6.22252 6.88123 12.52953
C 6.17432 6.03552 11.44135
C 6.60788 6.45566 10.20627
C 7.12501 7.79299 10.06404
C 7.13700 8.70325 11.09395
C 6.74593 8.18834 12.35756
H 7.06703 12.68707 18.47528
H 5.63022 13.39003 16.51434
H 6.03697 12.42964 14.26890
H 9.36949 10.18229 15.85102
H 8.86463 11.06221 18.07081
H 10.37674 11.83037 13.61270
H 12.71727 11.29966 13.49145
H 13.43318 8.85357 13.14140
H 11.72962 7.20118 12.83608
H 9.28964 7.78756 12.84602
H 6.59624 9.12495 15.68696
H 5.67007 6.87992 15.90293
H 5.46976 5.42314 13.94789
H 5.78333 5.02444 11.53351
H 6.52289 5.78122 9.33901
H 7.46020 8.06217 9.07832
S 6.01610 11.50313 8.30802
C 5.93941 13.00419 9.17278
C 5.44407 14.19322 8.61890
C 5.54175 15.36004 9.34620
C 6.07856 15.34906 10.64479
C 6.51196 14.14295 11.12434
N 6.42206 13.00359 10.41747
H 4.98518 14.12985 7.63801
H 5.17219 16.26486 8.90883
H 6.09709 16.26402 11.20810
H 6.95230 14.05682 12.12780
C 10.20843 13.20905 7.77897
Si 10.79217 11.55690 8.41125
C 10.47160 10.31480 7.08045
C 12.64857 11.62340 8.56469
C 9.92557 11.12043 10.00279
H 9.70461 13.79016 8.54225
H 9.48228 13.07344 6.96508
H 11.08120 13.80451 7.46387
H 11.06388 10.51024 6.18503
H 9.40903 10.32633 6.79818
H 10.75820 9.28370 7.46174
H 13.14452 11.56606 7.62410
H 12.95837 10.79382 9.19411
H 12.94566 12.52497 9.07323
H 10.07559 11.99470 10.65946
H 10.51267 10.32428 10.51974
```


Q: Among the records above, which one has the highest 2S+1?
A: C31H31HoNPSSi


Q: 2S+1 of number 7 (C7H5CdLiO3)?
A: 1